1.
The following is a DFT calculation (the ωB97M-V functional and the def2-TZVPD basis) of a cluster of 2 separate species, C4H8O4 in total in a non-equilibrium geometry.

Geometry as XYZ:
```
16
C4H8O4 | the OMol25 dataset | the ωB97M-V functional and the def2-TZVPD basis
C 1.48871 1.01274 0.54043
O 2.08592 1.20600 -0.67407
O 1.68508 -0.13611 1.14587
H 0.87713 -0.79909 0.92668
H 2.70394 0.47912 -0.84203
H 1.46553 1.91076 1.15409
H 0.03757 0.83681 0.26130
C -0.46024 -1.46986 0.21707
C -1.11269 0.17216 0.31272
C -2.00680 0.45664 -0.66396
O 0.04029 -1.76118 -1.02930
O -0.89422 -2.33582 0.92275
H 0.31524 -0.94963 -1.47735
H -1.43524 0.26668 1.34475
H -3.01553 0.76308 -0.42362
H -1.77469 0.34772 -1.71532
```

Values from the calculation:
**DFT total energy**: -458.00468 hartree
**Net charge**: 0
**Relative energy (zero: lowest compared OMol25 entry of this formula, charge and spin)**: 599.87 kJ/mol
**HOMO energy (alpha / beta)**: -0.292 / -0.292 hartree
**HOMO-LUMO gap (alpha / beta)**: 7.79 / 7.79 eV
**E_LUMO (alpha / beta)**: -0.2 / -0.2 eV


2.
The following is a DFT calculation (the ωB97M-V functional and the def2-TZVPD basis) of a cluster of 2 separate species, C4H9NO3 in total in a non-equilibrium geometry.

Geometry as XYZ:
```
17
C4H9NO3 | the OMol25 dataset | the ωB97M-V functional and the def2-TZVPD basis
C -2.74609 -0.14434 0.29744
C -1.27816 0.21989 0.30007
N -1.00381 1.35437 -0.36564
O -0.48331 -0.32441 1.07621
H -2.89400 -1.13026 0.72621
H -3.14801 -0.12405 -0.71383
H -3.30126 0.59033 0.87947
H -1.70507 1.90990 -0.82240
H -0.04112 1.58973 -0.56975
C 1.91806 -1.35675 -0.68621
O 2.37177 -0.75607 0.51954
C 2.21302 0.60069 0.74827
O 1.85603 1.38859 -0.08589
H 0.94294 -1.78694 -0.43014
H 1.80523 -0.76411 -1.59570
H 2.64758 -2.14301 -0.88358
H 2.84620 0.87645 1.60592
```

Values from the calculation:
**DFT total energy**: -438.29081 hartree
**Net charge**: 0
**Relative energy (zero: lowest compared OMol25 entry of this formula, charge and spin)**: 100.45 kJ/mol
**SMILES string**: CC(N)=O.COC=O
**HOMO energy**: -0.358 hartree
**HOMO-LUMO gap**: 10.62 eV
**E_LUMO**: 0.9 eV


3.
The following is a DFT calculation (the ωB97M-V functional and the def2-TZVPD basis) of a structure of composition C47H56N4O2PS2V in a non-equilibrium geometry.

Geometry as XYZ:
```
113
C47H56N4O2PS2V | the OMol25 dataset | the ωB97M-V functional and the def2-TZVPD basis
V 1.12328 -0.86679 -0.02035
O -3.67822 -5.08449 3.85246
N -3.07227 -5.18827 2.74982
O -3.24020 -6.13469 1.92258
C -2.11170 -4.17126 2.56483
C -1.82757 -3.29720 3.59878
C -0.78074 -2.37546 3.51975
C -0.17859 -1.69109 4.55445
C 0.94321 -0.86027 4.37251
C 1.39608 -0.61207 3.07128
N 0.83703 -1.18818 2.03268
C -0.11988 -2.15685 2.25265
C -0.49196 -2.95124 1.14390
N 0.20202 -2.73433 0.01065
C -0.03708 -3.51784 -1.03469
C -0.88935 -4.63187 -0.98589
C -1.57674 -4.92780 0.19287
C -1.43701 -4.04581 1.28978
H -2.29467 -3.50499 4.57040
H -0.66155 -1.65289 5.55059
H 1.38072 -0.30481 5.19857
H 2.22913 0.05691 2.88782
H 0.50175 -3.19815 -1.90366
H -1.05514 -5.29056 -1.86789
H -2.22819 -5.79870 0.32892
C -2.17790 -1.19490 -6.47604
C -1.53655 -0.01216 -6.14310
C -0.85363 0.07556 -4.91151
C -0.95081 -0.97356 -3.92130
C -1.62821 -2.13518 -4.29791
C -2.10310 -2.31700 -5.60398
C -0.51154 -0.88168 -2.49134
C 0.74325 -0.58637 -2.00066
C 1.87034 -0.32253 -2.87035
C 2.11343 -1.22257 -3.87646
C 3.34083 -1.27257 -4.51775
C 4.30938 -0.31956 -4.25062
C 4.06510 0.73902 -3.27846
C 2.86840 0.69757 -2.59547
H -2.76604 -1.19948 -7.41447
H -1.63519 0.87376 -6.76261
H -0.33139 1.01620 -4.71394
H -1.80967 -2.92436 -3.61573
H -2.62301 -3.26151 -5.84448
H -1.31064 -1.20363 -1.76330
H 1.32582 -1.89309 -4.16431
H 3.59224 -1.91708 -5.35928
H 5.24645 -0.28926 -4.81288
H 4.72660 1.59508 -3.23895
H 2.67629 1.44004 -1.84034
S 3.27512 -1.50128 0.29068
C 3.58695 -2.55174 1.56755
N 4.56447 -2.32500 2.49131
C 4.62788 -3.25786 3.63424
C 4.06609 -4.57823 3.16337
S 2.97414 -4.11425 1.77156
H 5.08369 -1.42231 2.46355
H 3.97488 -2.77398 4.43151
H 5.64534 -3.34799 3.99735
H 3.44012 -5.08104 3.93546
H 4.83983 -5.20977 2.79597
C -1.49652 4.08433 -3.34924
C -2.25726 2.74821 -3.19637
C -2.04707 2.00767 -1.87094
C -0.95142 2.58454 -0.92275
C 0.27376 3.04544 -1.72333
C 0.02003 3.86674 -2.98659
P -0.22055 1.33030 0.38107
C 0.74579 2.56752 1.47711
C 0.12363 3.98759 1.56803
C 0.81204 4.89136 2.61218
C 2.31873 4.49012 2.73307
C 2.86430 3.93665 1.44103
C 2.21494 2.55652 1.06257
C -1.70712 0.85435 1.49298
C -2.69669 -0.11664 0.79709
C -3.77934 -0.71461 1.70361
C -3.87832 0.00658 3.09242
C -3.78538 1.54303 2.91880
C -2.49157 2.02624 2.20895
H -1.85786 4.84787 -2.59168
H -1.51907 4.47903 -4.40059
H -1.94084 2.09544 -4.06925
H -3.34532 2.89900 -3.28780
H -1.72211 1.00033 -2.04654
H -3.00960 1.93300 -1.31861
H -1.39378 3.41007 -0.33106
H 0.72791 2.08501 -1.95075
H 0.91918 3.62495 -1.00621
H 0.56497 3.36360 -3.78851
H 0.49090 4.83495 -2.87868
H 0.65073 2.16583 2.46114
H -0.97408 3.97368 1.81148
H 0.29206 4.50346 0.58779
H 0.36920 4.92063 3.60809
H 0.70721 5.92811 2.24482
H 2.46682 3.80612 3.57760
H 2.92224 5.41656 2.93598
H 3.96362 3.91637 1.47425
H 2.71361 4.69987 0.66976
H 2.72693 1.77616 1.66562
H 2.35415 2.34782 0.01388
H -1.18514 0.33589 2.32308
H -2.06792 -0.93365 0.36915
H -3.19669 0.43421 -0.01624
H -3.70752 -1.78965 1.76069
H -4.75099 -0.49647 1.17803
H -2.95747 -0.38509 3.71212
H -4.78866 -0.31325 3.63854
H -3.90526 2.03063 3.93985
H -4.65795 1.87827 2.33596
H -1.80713 2.51970 2.88696
H -2.79544 2.77696 1.42135
```

Values from the calculation:
**DFT total energy**: -4275.15139 hartree
**Net charge**: +2
**Relative energy (zero: lowest compared OMol25 entry of this formula, charge and spin)**: 18.96 kJ/mol
**Multiplicity**: 3
**HOMO energy (alpha / beta)**: -0.449 / -0.452 hartree
**HOMO-LUMO gap (alpha / beta)**: 5.38 / 5.50 eV
**E_LUMO (alpha / beta)**: -6.8 / -6.8 eV


4.
The following is a DFT calculation (the ωB97M-V functional and the def2-TZVPD basis) of a cluster of 12 separate species, C5H37N2O11 in total in a non-equilibrium geometry.

Geometry as XYZ:
```
55
C5H37N2O11 | the OMol25 dataset | the ωB97M-V functional and the def2-TZVPD basis
N 0.73004 1.95167 0.68228
C 0.65880 0.50169 1.16481
C 1.28227 0.42376 2.55862
C 0.57732 1.00197 3.77045
C 1.65090 -1.09973 2.68370
C -0.85481 0.02775 0.89889
N -1.27087 0.54958 -0.40693
H 0.41071 1.97698 -0.31887
H 1.64984 2.39965 0.55468
H 0.25516 2.45844 1.44631
H 1.38369 0.10161 0.45426
H 2.26146 0.99442 2.55694
H 0.92928 1.99673 4.01363
H 0.60149 0.22883 4.59944
H -0.48590 1.09252 3.64035
H 2.14303 -1.16968 3.63110
H 2.39928 -1.40113 1.91792
H 0.78944 -1.70196 2.56886
H -1.49150 0.49925 1.63812
H -0.72128 -1.03193 1.15803
H -0.95106 0.00071 -1.21075
H -2.26112 0.38053 -0.36531
H 1.45921 0.72152 -3.21241
H 2.16387 0.34885 -1.93049
O 1.59854 1.04454 -2.28866
H -1.92449 4.26045 -0.17260
H -2.11527 3.06428 -0.84246
O -1.34649 3.54331 -0.49867
H -2.61564 0.66444 -4.35508
H -1.60956 -0.20050 -3.82323
O -2.50389 0.10876 -3.55459
H -0.02753 -1.55611 -4.66001
H 0.28097 -0.13070 -5.17523
O -0.24424 -0.62848 -4.51577
H 4.06042 0.94029 1.06711
H 4.13052 2.49262 1.48003
O 3.57216 1.67506 1.43652
H 0.50538 -2.55522 0.09937
H 1.63920 -2.72167 -0.79156
O 0.99990 -2.04526 -0.56967
H -2.88928 -2.68356 1.86149
H -3.14389 -2.05930 0.49895
O -2.44697 -2.40252 1.05953
H -1.56478 -3.35033 3.35878
H -0.69176 -4.37367 2.52478
O -0.68081 -3.57097 3.04171
H 1.92627 4.17260 -1.52387
H 2.33284 2.81463 -1.96978
O 2.27224 3.33490 -1.17518
H -4.42642 -1.45731 -1.77329
H -2.96078 -0.83826 -1.83752
O -3.48794 -1.60729 -1.68070
H -1.23135 -2.94315 -2.46102
H -0.37698 -1.68168 -2.43728
O -0.33962 -2.56195 -2.81574
```

Values from the calculation:
**DFT total energy**: -1149.57934 hartree
**Net charge**: +1
**Relative energy (zero: lowest compared OMol25 entry of this formula, charge and spin)**: 409.70 kJ/mol
**HOMO energy**: -0.460 hartree
**HOMO-LUMO gap**: 10.07 eV
**E_LUMO**: -2.5 eV


Look up the DFT total energy of the third one. -4275.15139 hartree


Among the records above, which one has the lowest DFT total energy? C47H56N4O2PS2V


What is the formula in the second record? C4H9NO3


relative energy (zero: lowest compared OMol25 entry of this formula, charge and spin) of number 3 (C47H56N4O2PS2V)? 18.96 kJ/mol